Molecular formula: C25H55NO2Si2Tb
Method: DFT, the ωB97M-V functional and the def2-TZVPD basis

The geometry in XYZ format:
```
86
Properties=species:S:1:pos:R:3:lowdin_charge:R:1
C 0.69 2.87 5.16 -0.074
H 3.00 -1.83 2.28 0.097
C 2.79 1.56 2.27 -0.159
C 0.40 3.31 -1.85 -0.043
C -1.70 -1.14 1.65 -0.413
H 1.03 -1.67 -1.31 0.050
H -0.12 -2.27 -4.75 0.014
C -0.60 0.80 -4.63 -0.267
O -0.38 1.34 -0.57 -0.422
H -3.18 3.03 0.44 0.103
C -2.10 2.81 0.42 -0.043
H -2.77 -4.05 2.31 0.030
H 0.29 2.70 -2.76 0.060
H -2.40 0.85 -0.52 0.115
H -1.57 3.74 0.20 0.081
H -0.90 -0.06 -5.26 0.121
H -2.26 -1.78 0.94 -0.018
C 2.75 0.70 -4.10 -0.059
H -1.82 2.47 1.42 0.060
H 4.76 0.21 1.03 0.108
C 1.77 2.60 4.31 -0.043
C 0.62 2.43 -0.64 -0.219
H 0.30 -0.80 4.27 0.008
H 3.62 0.21 -4.55 0.087
H 1.72 -1.18 -3.76 0.101
H 1.61 1.94 -0.68 0.101
C 1.59 1.85 3.15 -0.291
H 1.26 3.97 -1.98 0.101
C -0.75 1.67 3.60 -0.160
H 3.73 1.63 2.84 0.133
H -3.31 -1.43 -1.98 0.039
H 2.98 0.88 -3.04 0.066
C -0.57 2.40 4.80 -0.069
H -1.75 1.34 3.34 0.077
H -0.72 -4.69 -1.42 0.042
H -0.90 2.29 -6.13 0.089
H -3.24 -2.21 -3.58 0.048
H 3.59 0.87 -0.16 0.077
C -0.07 1.92 -5.52 -0.070
H -1.74 -3.70 -0.34 0.015
H 0.71 1.56 -6.20 0.080
H -3.30 -2.11 5.15 0.033
C 3.05 -0.82 2.70 -0.081
H 1.38 -0.40 -5.33 0.125
C -1.82 1.77 -0.64 -0.171
H 2.78 2.97 4.54 0.114
C -1.98 -3.87 3.07 -0.186
H -2.52 -0.60 -3.35 0.010
C -2.68 -1.58 -2.87 -0.155
H -0.92 -3.82 -4.46 0.047
H 2.86 2.29 1.44 0.120
H 0.79 -2.42 3.66 0.018
H -0.10 -2.26 5.19 0.050
C 0.33 1.36 2.79 -0.254
N 2.72 0.18 1.65 -0.407
H -0.48 3.95 -1.73 0.086
H 0.32 2.76 -4.93 0.072
C -0.03 -1.35 -1.32 -0.280
C 1.55 -0.21 -4.25 -0.263
C -0.27 -3.06 -4.00 -0.169
H 0.54 3.01 0.29 0.119
H -1.97 2.14 -1.67 0.120
H -2.32 -4.31 4.02 0.035
H 0.84 3.43 6.08 0.108
H -2.56 -0.49 5.05 0.025
Si -1.67 -2.03 3.29 0.385
Tb 0.40 -0.23 0.91 1.614
H -0.10 -0.25 -1.67 0.058
H -0.56 -1.62 -0.35 -0.045
H 3.69 -0.90 0.10 0.093
C 3.75 0.08 0.59 -0.084
H -3.83 -0.96 3.90 0.034
C 0.00 -1.85 4.17 -0.195
H -1.47 1.14 -4.06 0.106
H 4.07 -0.64 3.08 0.109
Si -1.09 -2.46 -2.43 0.472
H -2.34 -0.24 1.74 -0.007
H 2.35 -0.75 3.55 0.072
H 0.69 -3.53 -3.79 0.041
H 2.61 1.65 -4.61 0.077
C -2.96 -1.32 4.46 -0.182
H -2.43 -4.43 -1.81 0.047
H -1.44 2.60 5.43 0.105
O 0.36 0.35 -3.65 -0.236
C -1.53 -3.95 -1.39 -0.163
H -1.07 -4.39 2.75 0.029
```

Output
spin multiplicity	7
F_max	2.26	eV Å⁻¹
total charge	+1
<S²>	12.69
ΔE to the lowest compared entry with this formula, charge and spin	26.6	kJ/mol
LUMO energy (alpha / beta)	-2.76 / -2.52	eV